Entry 1:
{"formula": "C6H9N2O2", "method": "ωB97M-V with the def2-TZVPD basis set", "elements": ["O", "O", "N", "N", "C", "C", "C", "C", "C", "C", "H", "H", "H", "H", "H", "H", "H", "H", "H"], "coordinates": [[2.554, -0.277, 0.339], [3.905, 0.735, -1.059], [0.249, 0.776, 0.892], [-0.946, -0.996, 1.596], [-1.109, 1.081, 0.558], [-3.283, -0.370, 0.820], [2.932, -0.020, -0.856], [-1.789, -0.030, 0.968], [1.936, -0.173, -1.991], [0.279, -0.529, 1.390], [1.684, -1.265, -2.036], [-3.603, -0.064, -0.175], [-3.785, 0.304, 1.540], [2.432, -0.046, -2.991], [1.219, -1.089, 1.540], [1.180, 0.661, -1.955], [-1.532, 1.916, 0.070], [1.164, 0.834, 0.402], [-3.486, -1.448, 0.949]], "forces_ev_per_a": [[0.699, -1.144, -1.611], [0.920, -0.565, -1.002], [0.521, -1.504, -0.288], [0.239, 0.982, -1.575], [1.566, -2.708, 1.020], [1.282, 0.924, 0.490], [0.041, 3.166, 2.019], [-0.767, -1.319, 0.660], [0.722, -1.158, -1.739], [-2.098, 0.797, 0.848], [-1.147, 1.143, 0.305], [-0.298, 0.033, -0.108], [-0.480, -0.686, -0.239], [-0.026, 0.226, 0.903], [-0.941, 0.836, 0.104], [0.186, -1.526, 0.324], [0.199, 0.842, -0.370], [-0.687, 1.034, 0.039], [0.067, 0.627, 0.220]], "largest_force_ev_per_a": 3.8, "lumo_energy_ev": [6.3, 6.2], "multiplicity": 2, "homo_lumo_gap_ev": [2.379, 7.791], "total_charge": -2, "de_lowest_kj_mol": 178.7}

=====

Entry 2:
{"formula": "C6H9N2O2", "method": "ωB97M-V with the def2-TZVPD basis set", "elements": ["O", "O", "N", "N", "C", "C", "C", "C", "C", "C", "H", "H", "H", "H", "H", "H", "H", "H", "H"], "coordinates": [[0.251, -1.431, 3.406], [-1.056, -0.890, 1.695], [0.132, 1.191, 0.129], [0.366, 3.151, -0.776], [-0.152, -3.082, 1.703], [0.154, 2.289, -1.811], [0.355, 2.494, 0.375], [-0.314, -1.703, 2.294], [0.024, 1.033, -1.253], [-0.126, -0.330, -1.902], [0.779, -3.584, 2.105], [0.434, 2.810, 1.355], [-0.784, -0.263, -2.719], [-0.477, -1.029, -1.136], [-1.020, -3.688, 1.966], [-0.082, -2.990, 0.646], [0.157, 2.551, -2.842], [0.877, -0.662, -2.385], [0.481, 4.134, -0.848]], "forces_ev_per_a": [[-0.370, 0.762, -0.182], [1.360, -0.596, 2.207], [0.451, 0.424, -0.357], [0.098, 1.241, -0.507], [1.411, -0.543, 1.736], [-0.063, -1.472, 0.075], [-0.918, -4.119, -1.640], [-1.623, -0.448, -2.313], [0.384, 0.978, 1.161], [2.330, 0.461, 0.442], [-1.015, 0.445, -0.447], [0.277, 1.245, 1.451], [-1.137, -0.090, -0.907], [0.157, 0.002, -0.361], [0.038, 0.084, 0.022], [0.034, 0.120, -0.875], [0.009, 0.521, -0.399], [-1.491, 0.337, 1.140], [0.068, 0.648, -0.248]], "largest_force_ev_per_a": 4.5, "lumo_energy_ev": [1.0, -3.0], "multiplicity": 2, "homo_lumo_gap_ev": [9.392, 5.448], "total_charge": 0, "de_lowest_kj_mol": 116.9}

=====

Entry 3:
{"formula": "C6H9N2O4", "method": "ωB97M-V with the def2-TZVPD basis set", "elements": ["O", "O", "O", "O", "N", "N", "C", "C", "C", "C", "C", "C", "H", "H", "H", "H", "H", "H", "H", "H", "H"], "coordinates": [[-1.045, 1.504, 1.639], [-2.345, -1.581, -0.530], [-2.808, 0.693, 0.556], [-0.385, -2.612, -0.310], [1.501, -0.627, -1.699], [1.129, 1.631, -1.674], [1.466, 0.694, 0.444], [-0.691, -0.549, 0.717], [0.674, -0.386, 1.229], [1.253, 0.532, -1.095], [-1.074, -1.619, -0.084], [-1.572, 0.487, 0.861], [0.847, 1.654, -2.624], [-1.586, 2.287, 1.653], [0.952, -0.771, -2.536], [1.256, -1.502, -1.147], [1.339, -1.308, 1.143], [0.908, 1.696, 0.652], [0.526, -0.199, 2.276], [-2.772, -0.674, -0.143], [2.426, 0.651, 0.671]], "forces_ev_per_a": [[1.058, -0.200, 0.370], [-0.733, 1.274, 0.344], [1.566, -1.259, -0.505], [0.501, -0.212, -0.570], [-0.946, -4.552, 0.042], [-1.237, 2.582, 0.264], [-6.494, 0.972, -0.997], [-0.222, 0.572, -0.648], [2.114, -1.071, -0.608], [1.427, 1.531, 2.570], [-1.340, -1.669, -0.175], [-1.986, 2.549, 1.604], [0.237, -0.561, -1.379], [-0.827, 0.006, -0.343], [0.243, 0.397, -0.454], [0.442, 1.398, -0.304], [-1.418, 0.592, 0.168], [1.794, -1.660, -0.294], [0.816, 0.554, 0.684], [0.488, -1.485, -0.859], [4.515, 0.242, 1.088]], "largest_force_ev_per_a": 6.6, "lumo_energy_ev": 3.7, "homo_lumo_gap_ev": 7.766, "total_charge": -1, "de_lowest_kj_mol": 81.2, "smiles": "[H]/N=C(\\N)CC/C(C(=O)O)=C(\\[O-])O"}

=====

Entry 4:
{"formula": "C6H9N2O4", "method": "ωB97M-V with the def2-TZVPD basis set", "elements": ["O", "O", "O", "O", "N", "N", "C", "C", "C", "C", "C", "C", "H", "H", "H", "H", "H", "H", "H", "H", "H"], "coordinates": [[-2.411, 1.266, 1.054], [0.532, 2.718, 0.746], [0.529, -1.295, -1.639], [1.095, 1.588, -1.003], [0.883, 1.744, 0.170], [-1.787, 0.502, 0.438], [0.521, 0.563, 2.329], [1.083, 0.502, 0.929], [-0.666, -0.861, -1.214], [-1.768, -1.257, -2.214], [-0.945, -0.143, -0.028], [1.925, -0.393, 0.335], [1.152, 1.142, 3.044], [2.317, -0.194, -0.611], [-2.063, -2.245, -2.123], [-0.221, 1.225, 2.307], [-2.605, -0.689, -2.075], [0.245, -0.419, 2.791], [1.281, -1.316, -0.915], [-1.357, -1.154, -3.208], [2.261, -1.284, 0.887]], "forces_ev_per_a": [[-0.458, -0.132, 0.014], [-0.413, 1.352, 0.451], [-2.387, 0.330, 2.141], [-0.093, 1.115, -1.749], [0.561, -1.495, -0.157], [-1.821, 2.112, 1.472], [3.243, -2.358, 0.713], [2.100, -1.340, 1.355], [1.752, -1.975, -2.293], [3.075, 1.418, 0.514], [1.576, -2.856, -2.614], [-0.851, 0.271, 3.383], [0.382, -0.838, -0.629], [0.988, 0.660, -1.123], [-0.182, -2.281, 0.602], [-3.790, 2.186, -0.112], [-2.131, 1.714, 0.265], [0.318, 0.902, -0.640], [-1.765, 0.564, -1.167], [0.138, 0.187, -0.272], [-0.243, 0.465, -0.156]], "largest_force_ev_per_a": 4.4, "lumo_energy_ev": -6.6, "homo_lumo_gap_ev": 7.842, "total_charge": 1, "de_lowest_kj_mol": 731.0}

=====

Entry 5:
{"formula": "C6H9N2S", "method": "ωB97M-V with the def2-TZVPD basis set", "elements": ["S", "N", "N", "C", "C", "C", "C", "C", "C", "H", "H", "H", "H", "H", "H", "H", "H", "H"], "coordinates": [[0.757, 1.050, -0.760], [-1.042, 2.721, -0.890], [0.177, -0.304, -0.234], [-1.110, -2.236, -1.214], [-0.565, -1.235, -0.717], [-1.745, -3.484, -1.489], [2.136, 0.388, 2.845], [1.917, 1.080, 1.776], [1.696, 1.692, 0.617], [-1.617, 2.642, -0.055], [-1.615, 2.804, -1.763], [-2.785, -3.396, -1.740], [-1.072, -4.074, -2.032], [2.756, -0.394, 2.687], [1.856, 0.512, 3.887], [-0.465, 3.624, -0.686], [2.324, 2.621, 0.346], [-1.606, -4.011, -0.580]], "forces_ev_per_a": [[-0.305, -1.856, 0.764], [0.933, 2.339, 0.299], [1.413, 2.409, 0.907], [1.291, 3.387, 1.294], [-1.344, -2.628, -2.266], [0.338, 0.372, 1.448], [-1.240, 1.956, 0.315], [-1.118, 0.528, -0.776], [1.280, 0.858, 0.153], [-0.366, -0.176, -0.331], [0.710, 0.148, 1.250], [-0.238, -0.242, -0.637], [0.382, -0.746, -2.162], [2.281, -2.536, -0.397], [-0.577, 0.388, -0.376], [-1.518, -1.885, -1.020], [-1.125, -1.645, 0.158], [-0.798, -0.672, 1.375]], "largest_force_ev_per_a": 3.8, "lumo_energy_ev": [-5.8, -5.8], "homo_lumo_gap_ev": [6.687, 6.683], "total_charge": 1, "de_lowest_kj_mol": 559.0}

=====

Entry 6:
{"formula": "C6H9N3", "method": "ωB97M-V with the def2-TZVPD basis set", "elements": ["N", "N", "N", "C", "C", "C", "C", "C", "C", "H", "H", "H", "H", "H", "H", "H", "H", "H"], "coordinates": [[0.668, 0.561, 0.253], [-1.214, 2.133, 0.653], [2.536, -0.261, -1.128], [-1.792, -0.562, -1.419], [0.187, 1.911, 0.447], [-1.098, -1.156, -0.373], [0.135, -0.676, 0.501], [0.565, -1.495, 1.607], [1.839, 0.651, -0.663], [1.016, 2.665, 0.386], [1.361, -1.118, 2.320], [1.707, 1.734, -1.032], [-0.090, -2.182, 2.045], [-2.004, 1.224, 0.473], [2.172, -1.099, -0.512], [-2.806, -0.769, -1.871], [-1.601, 0.513, -1.793], [-1.581, -2.073, 0.104]], "forces_ev_per_a": [[3.707, 3.088, -1.755], [4.089, -1.881, -1.396], [-0.392, -2.351, 1.807], [0.505, 2.009, 1.166], [-7.877, -2.762, 1.117], [-1.264, 0.039, 0.262], [-2.264, -3.606, 2.420], [0.011, 4.919, -2.373], [-3.150, 2.763, 0.021], [-1.547, -0.430, 0.396], [-0.892, -0.331, -1.285], [1.590, -1.741, -0.027], [-0.679, -1.709, -0.141], [3.975, 2.772, 0.782], [1.233, 1.006, -1.687], [1.362, -1.024, 0.975], [0.725, -1.809, 0.672], [0.869, 1.047, -0.955]], "largest_force_ev_per_a": 8.4, "lumo_energy_ev": -0.3, "homo_lumo_gap_ev": 8.812, "total_charge": 0, "de_lowest_kj_mol": 511.3, "smiles": "[H]/N=C\\N(/C=N\\[H])C(=C)C=C"}

=====

Entry 7:
{"formula": "C6H9N3", "method": "ωB97M-V with the def2-TZVPD basis set", "elements": ["N", "N", "N", "C", "C", "C", "C", "C", "C", "H", "H", "H", "H", "H", "H", "H", "H", "H"], "coordinates": [[1.296, -1.656, 1.460], [-1.384, 2.024, -0.768], [0.560, 0.962, 0.223], [1.422, -1.384, -0.025], [0.220, -0.465, -0.006], [-1.492, 0.706, -1.328], [-0.272, 2.024, -0.122], [-0.799, -0.467, -1.133], [-0.045, -1.129, 1.401], [2.362, -1.028, -0.512], [-0.882, -1.978, 1.521], [1.170, -2.714, 1.548], [0.126, 3.057, 0.123], [-0.792, -1.431, -1.890], [1.528, 1.107, 0.689], [1.402, -2.435, -0.483], [-0.318, -0.291, 2.217], [-2.105, 0.699, -2.338]], "forces_ev_per_a": [[0.723, -2.060, -0.495], [0.860, -2.851, -0.145], [1.606, 0.499, 0.163], [1.924, -2.264, -0.743], [-1.729, 0.014, 0.315], [-1.271, -1.476, -3.751], [2.011, 1.372, 1.106], [0.262, -0.061, -0.724], [-3.652, 1.003, 2.043], [-0.328, 0.416, 1.082], [1.583, 1.925, -0.683], [0.840, 2.066, 0.202], [-0.238, -1.443, 0.186], [-0.415, 2.855, 2.097], [-2.584, 0.143, -1.168], [-1.055, 1.627, -0.220], [0.656, -1.887, -1.616], [0.808, 0.121, 2.353]], "largest_force_ev_per_a": 4.3, "lumo_energy_ev": 0.8, "homo_lumo_gap_ev": 9.144, "total_charge": 0, "de_lowest_kj_mol": 290.8, "smiles": "C1=CC2(CNC2)NC=N1"}